Record 1
This record from the OMol25 dataset describes a cluster of 3 separate species, C4H6INO in total in a non-equilibrium geometry. The level of theory is ωB97M-V/def2-TZVPD.

Calculated values
HOMO level	-8.76	eV

Each line ends with the Mulliken charge.
Element x y z (Å)
C -0.10713 -0.82576 -0.36154  0.570
C -0.06263 -1.84813 2.71842  0.135
C -0.25379 -1.31379 -1.58621  -0.852
C 0.50567 0.66737 1.54522  -0.618
N 0.07550 -0.55930 0.83766  -0.143
O -1.14027 -2.27792 2.74907  -0.241
I 3.45104 -1.41234 -0.63893  -0.044
H 0.68334 -1.48054 -2.03193  0.074
H -1.11031 -1.21281 -2.28460  0.261
H 3.21783 -0.42158 0.61082  0.060
H 0.39578 0.24745 2.60735  0.219
H -0.28816 1.48764 1.30358  0.288
H 1.49304 0.98600 1.32989  0.292

Record 2
This record from the OMol25 dataset describes a structure of composition C31H45BF3N8PRb in a non-equilibrium geometry. The level of theory is ωB97M-V/def2-TZVPD.

Calculated values
HOMO level (alpha / beta)	-8.46 / -8.46	eV
spin multiplicity	2

Each line ends with the Mulliken charge.
Element x y z (Å)
Rb 1.19341 -2.60893 -0.22627  1.102
C 1.80716 1.03291 -3.46514  -0.915
C 1.54209 -0.32986 -3.27997  -0.747
N 2.13435 -0.79757 -2.19025  -0.678
N 2.78961 0.25966 -1.64038  1.000
C 2.60797 1.36347 -2.39432  -0.311
B 3.70178 0.04682 -0.37355  0.460
N 2.93264 0.24575 0.96725  0.583
C 3.01468 1.33174 1.76994  -0.144
C 2.28018 1.08871 2.90622  -1.239
C 1.75639 -0.19667 2.69994  -0.759
N 2.15432 -0.70541 1.54553  -0.481
N 4.30503 -1.37069 -0.52510  1.763
C 5.01328 -1.75313 -1.60850  -0.467
C 5.39106 -3.06122 -1.44226  -0.942
C 4.84236 -3.40776 -0.19493  -0.526
N 4.18714 -2.39599 0.35808  -1.197
N 4.87834 1.04374 -0.39498  0.616
C 6.15175 0.79106 -0.01643  -0.230
C 6.83804 1.98181 -0.00133  -1.031
C 5.88153 2.92955 -0.40079  -0.260
N 4.70637 2.36736 -0.63153  -1.162
H 1.47466 1.67849 -4.25943  0.438
H 0.95654 -0.99646 -3.89585  0.498
H 3.06977 2.29250 -2.10908  0.504
H 3.59438 2.18901 1.47350  0.433
H 2.14602 1.74176 3.75113  0.450
H 1.12974 -0.78310 3.35445  0.618
H 5.19019 -1.06313 -2.41763  0.517
H 5.97067 -3.66815 -2.11519  0.444
H 4.89876 -4.35015 0.32949  0.473
H 6.47160 -0.20668 0.23074  0.410
H 7.87221 2.13785 0.25029  0.411
H 5.99762 3.99417 -0.53399  0.440
F -0.16308 -4.75143 -0.41492  -0.240
C -0.95386 -4.61773 0.63615  0.486
F -0.89609 -5.65892 1.42208  -0.193
F -2.17159 -4.30691 0.27623  -0.176
C -0.64567 3.93873 0.02582  -1.153
C 0.22695 2.98519 -0.77873  -0.328
C -0.50983 1.66259 -1.04184  -0.636
C -1.47200 1.27814 0.10907  0.798
C -0.89205 1.82486 1.41753  0.547
C -0.92129 3.35805 1.42151  -1.045
P -1.61346 -0.55114 0.18621  0.234
C -2.79725 -1.00176 -1.17293  0.083
C -2.05488 -1.20850 -2.50362  0.008
C -3.05281 -1.46688 -3.62630  -1.067
C -3.92792 -0.22627 -3.88605  -0.909
C -4.00031 0.68771 -2.65814  -0.551
C -4.05677 -0.11759 -1.36342  -0.956
C -2.65325 -0.94428 1.68521  0.467
C -3.73999 0.07204 2.11165  -0.997
C -4.01398 0.03262 3.61943  -0.899
C -4.01504 -1.40692 4.11713  -0.786
C -2.61622 -2.03281 3.97100  -1.094
C -1.78409 -1.33855 2.88613  -0.751
H -1.58879 4.09634 -0.50834  0.337
H -0.17601 4.92027 0.10938  0.500
H 1.15424 2.79082 -0.22990  -0.197
H 0.52628 3.43087 -1.72884  0.614
H 0.22860 0.86774 -1.18533  -0.603
H -1.06470 1.73516 -1.97983  0.300
H -2.45348 1.73520 -0.05657  0.802
H 0.13202 1.46254 1.51380  -0.924
H -1.42426 1.44717 2.29248  0.052
H -0.17863 3.72687 2.13379  0.435
H -1.89476 3.70410 1.78128  0.364
H -3.13606 -1.99793 -0.86151  0.430
H -1.35797 -2.04661 -2.40594  0.383
H -1.43505 -0.34184 -2.74724  -0.231
H -3.68318 -2.31439 -3.33659  0.340
H -2.53932 -1.76884 -4.54084  0.445
H -4.93582 -0.54176 -4.16654  0.380
H -3.53728 0.33589 -4.73686  0.359
H -4.86821 1.34626 -2.72948  0.568
H -3.12757 1.34514 -2.63123  -0.037
H -4.94849 -0.75281 -1.38394  0.544
H -4.19289 0.55598 -0.51753  0.217
H -3.16261 -1.86542 1.37303  0.622
H -4.66777 -0.15264 1.58025  0.403
H -3.46304 1.08686 1.82085  0.121
H -4.96568 0.52274 3.83273  0.543
H -3.24900 0.60355 4.15599  0.285
H -4.74276 -1.97503 3.52874  0.323
H -4.35005 -1.46625 5.15367  0.461
H -2.71325 -3.09580 3.73233  0.281
H -2.08187 -1.98282 4.92263  0.475
H -0.96667 -1.99095 2.56166  0.433
H -1.29309 -0.45211 3.29504  0.064

Record 3
This record from the OMol25 dataset describes a cluster of 3 separate species, C20H45BN3O8S3Si in total in a non-equilibrium geometry. The level of theory is ωB97M-V/def2-TZVPD.

Calculated values
HOMO level	-11.60	eV
net charge	+1

Each line ends with the Mulliken charge.
Element x y z (Å)
C -4.36200 3.35428 -0.46973  -1.250
C -3.04027 2.95951 -1.12452  -0.097
S -2.86118 1.16047 -1.14376  -0.114
C -1.11545 0.91269 -0.70961  -0.922
C -0.19640 0.87807 -1.89520  1.179
C -0.36459 1.73715 -2.97488  -1.012
C 0.50629 1.62560 -4.04909  -0.424
B 0.42526 2.51358 -5.37331  0.567
O -0.50353 3.52028 -5.42570  -0.439
N 1.39343 2.22337 -6.40665  -0.178
C 0.83558 1.45054 -7.52365  -1.049
C 2.09264 3.43597 -6.87149  -1.108
N 1.46509 0.72383 -4.01555  0.771
N 1.68484 -0.12963 -3.02810  -1.150
C 0.87877 -0.05475 -1.99402  0.426
C 1.13133 -1.03164 -0.89396  -0.748
C 1.55412 -0.37067 0.42748  -0.533
O 0.87786 -0.93795 1.53326  -0.482
Si 1.42369 -2.39147 2.18153  0.749
C 0.51391 -2.56429 3.81121  -1.147
C 3.25750 -2.39908 2.54917  -1.191
C 1.00590 -3.89769 1.14164  -1.003
H -4.33802 4.40954 -0.23468  0.224
H -5.18282 3.15663 -1.15093  0.384
H -4.51154 2.77908 0.43704  0.374
H -2.21718 3.45242 -0.61119  0.258
H -3.04774 3.33439 -2.14714  0.309
H -1.03416 0.02664 -0.09472  0.324
H -0.83600 1.76916 -0.09696  0.376
H -1.15514 2.46444 -2.99495  0.545
H -1.36302 3.25712 -5.77050  0.337
H 1.64586 1.16856 -8.19075  0.326
H 0.36195 0.54029 -7.16876  0.351
H 0.13159 2.03602 -8.11819  0.352
H 2.18767 4.14125 -6.04902  0.387
H 3.09884 3.16723 -7.17633  0.343
H 1.56599 3.93026 -7.68446  0.319
H 2.08916 0.67298 -4.81841  0.353
H 0.23658 -1.63255 -0.75316  0.465
H 1.90735 -1.72309 -1.20753  0.438
H 1.30052 0.68696 0.42909  0.447
H 2.63304 -0.42619 0.55539  0.297
H 0.17368 -3.59093 3.92004  0.309
H -0.34711 -1.90703 3.87707  0.290
H 1.19994 -2.36509 4.62817  0.363
H 3.89473 -1.89523 1.82674  0.342
H 3.45059 -1.96937 3.52735  0.374
H 3.56658 -3.44166 2.60063  0.354
H -0.00606 -3.89562 0.74458  0.321
H 1.06397 -4.75168 1.80724  0.279
H 1.73270 -4.04698 0.34610  0.314
O -3.98358 7.35711 0.29312  -0.663
S -2.73181 7.06927 0.92249  1.311
O -2.51734 5.78861 1.52775  -0.595
O -2.38841 8.21089 1.95685  -0.294
C -3.39955 8.56752 2.93499  -0.361
C -3.46052 7.58457 4.08481  -0.976
C -1.41984 7.39336 -0.20537  -0.956
H -4.36329 8.66696 2.43527  0.340
H -3.10586 9.55350 3.28640  0.277
H -3.83380 6.61406 3.76056  0.292
H -4.12612 7.96678 4.85799  0.387
H -2.47041 7.43434 4.51393  0.267
H -1.55912 8.38424 -0.62746  0.333
H -1.47338 6.63674 -0.98511  0.314
H -0.47581 7.32356 0.32799  0.334
O 1.74355 -7.04135 3.30519  -0.596
S 1.01239 -8.22902 3.63957  1.213
O 0.73305 -8.55018 5.00152  -0.607
O 1.70489 -9.46648 2.93379  -0.295
C 3.12438 -9.65574 3.14601  -0.311
C 3.42726 -10.28672 4.48902  -0.986
C -0.48891 -8.25940 2.72321  -0.989
H 3.63744 -8.70121 3.02351  0.294
H 3.44051 -10.30809 2.33515  0.278
H 3.19237 -9.60984 5.30918  0.294
H 4.48566 -10.54031 4.54530  0.385
H 2.83894 -11.19303 4.62745  0.272
H -0.26632 -8.06530 1.67786  0.311
H -1.12614 -7.47828 3.13143  0.373
H -0.95495 -9.23228 2.85081  0.358

Record 4
This record from the OMol25 dataset describes the ion C5H8N with charge +1 in a non-equilibrium geometry. The level of theory is ωB97M-V/def2-TZVPD.

Calculated values
HOMO level	-13.27	eV
SMILES	C=CC=C=C[NH3+]
net charge	+1

Each line ends with the Mulliken charge.
Element x y z (Å)
C -0.79217 0.27367 -0.06558  -0.094
C 0.40419 0.61668 0.32342  -0.022
C -3.16536 -0.05528 -0.32883  -0.833
C -2.12504 0.02092 0.50924  0.060
C 1.69189 0.77314 0.21200  -0.401
N 2.52334 -0.40512 -0.12523  -0.290
H -0.95854 0.26971 -1.17544  0.245
H -3.20096 0.16809 -1.33911  0.304
H -4.11773 -0.14434 0.01811  0.308
H -2.46446 -0.29868 1.53924  0.264
H 2.23016 1.68626 0.42451  0.366
H 2.28969 -1.10228 0.55556  0.383
H 3.51066 -0.18367 0.03289  0.354
H 2.35427 -0.83607 -1.01876  0.357

Record 5
This record from the OMol25 dataset describes the molecule C2H6BrO2P in a non-equilibrium geometry. The level of theory is ωB97M-V/def2-TZVPD.

Calculated values
HOMO level	-9.49	eV
SMILES	COP(Br)OC

Each line ends with the Mulliken charge.
Element x y z (Å)
C 0.43200 -2.23766 -0.07165  -0.541
C 0.47146 2.22441 0.11948  -0.508
O -0.69678 -1.55139 -0.52695  -0.184
O 0.13290 1.08358 -0.58779  -0.422
P -1.10023 -0.23374 0.37143  0.454
Br -2.97958 0.43062 -0.50965  -0.157
H 1.27399 -2.12078 -0.87823  0.197
H 0.20387 -3.37235 0.00416  0.221
H 0.65634 -1.84666 1.03127  0.297
H -0.35438 3.10744 -0.05663  0.188
H 1.56580 2.51488 -0.11778  0.212
H 0.39462 2.00165 1.22236  0.244